54
Properties=species:S:1:pos:R:3:mulliken_charge:R:1 method="wB97M-V/def2-TZVPD" homo_lumo_gap_ha=0.2732 homo_ev=-7.50 molar_mass_g_mol=402.52 e_tot_ev=-44077.523 relative_energy_kj_mol=2416.2
C -2.77026 -5.14515 0.93175 -1.3863
C -2.51962 -3.65750 0.60104 -0.3352
C -1.06054 -3.18593 0.29668 -0.2632
H -0.54501 -3.67142 1.12185 0.4155
H -0.85949 -3.95223 -0.74261 0.2701
C -1.05198 -1.84883 0.23031 -0.4002
C 0.37295 -1.62168 0.31524 0.2705
N 1.10518 -0.91811 0.96886 -0.2633
N 2.37217 -0.80008 0.77525 -0.0612
C 2.84312 -1.33253 -0.27618 -0.0402
N 4.02633 -1.09608 -0.73444 0.0683
C 4.96505 -0.23434 -0.82652 0.0179
O 6.19765 -0.80346 -1.22435 -0.7282
C 4.73565 1.16224 -0.24081 -0.4237
C 4.52061 1.19199 1.10991 -0.8745
C 3.05739 1.72718 1.57292 0.5432
O 2.69874 1.89894 2.56988 -0.3939
N 2.48528 1.82575 0.31018 -0.0714
C 1.25937 2.21409 -0.05542 0.2115
C 0.19878 2.01499 1.15495 -1.7997
C -1.17020 2.13062 0.71370 -0.2508
C -1.70647 2.54116 -0.31378 1.3609
C -0.66607 2.70645 -1.44382 -0.8888
C 0.62570 2.47609 -1.09352 0.7025
H 1.36893 2.72569 -2.33430 -0.0370
H -0.93770 2.85984 -2.49634 0.3647
O -2.88399 2.43049 -0.81607 -0.3605
C -3.84796 2.64230 0.15327 -0.6451
C -5.31533 2.69367 -0.35567 -1.4756
H -5.22799 3.69013 -0.82144 0.3021
H -6.01559 2.74566 0.22114 0.6106
H -5.43321 1.98525 -1.39086 0.1747
H -3.82060 1.50914 0.63521 0.2432
H -3.73435 3.08136 0.96723 0.7750
H -1.83834 1.94857 1.63462 0.1254
H 0.60968 1.92301 2.06524 0.7941
C 3.43393 1.62258 -1.05671 -2.5627
H 2.94548 0.92415 -1.31300 1.5051
H 3.58505 2.58705 -1.41997 0.4407
H 4.47792 0.38092 1.85321 0.4076
H 5.34056 1.80484 1.84646 0.3076
H 5.42070 1.75725 -0.36803 1.2539
H 4.28348 -2.18979 -1.18753 0.4632
S 1.42177 -2.10681 -1.18947 -0.2724
C -1.76560 -1.12846 -1.14569 -1.7811
H -2.58478 -1.33873 -1.01563 1.0200
H -1.32379 -0.24709 -1.14470 0.2391
H -1.19342 -1.87377 -1.92086 0.2470
H -1.35886 -1.16182 0.96351 0.6097
H -3.15123 -3.03524 1.53344 0.2475
H -3.27388 -3.31181 -0.28861 0.2022
H -3.83576 -5.35578 0.99052 0.3727
H -2.03812 -5.39362 1.60394 0.4392
H -2.42131 -5.79118 0.07604 0.3094